Model P:
Computed, not measured: 2 unconnected molecules or ions with the total composition Cl2HN, with ωB97M-V/def2-TZVPD.

## Properties
spin multiplicity: 1
charge: 0
HOMO (spin up / spin down): -0.388 / -0.372 hartree

Atoms and positions in Å:
N: -0.7374 0.4820 -0.3246
Cl: 2.2597 -0.0367 0.0745
Cl: -1.6257 -0.7844 0.0569
H: 0.1033 0.3392 0.1932

Model Q:
Computed, not measured: 2 unconnected molecules or ions with the total composition Cl2HN, with ωB97M-V/def2-TZVPD.

## Properties
spin multiplicity: 1
charge: 0
HOMO (spin up / spin down): -0.359 / -0.359 hartree

Atoms and positions in Å:
N: -0.5659 0.3598 -0.4238
Cl: 2.4884 -0.3099 0.0495
Cl: -1.2542 -1.0130 0.0449
H: -0.6683 0.9631 0.3294

Short version: model Q is the least stable of them.

Model P:
Computed, not measured: 2 unconnected molecules or ions with the total composition C2H3F2P, with ωB97M-V/def2-TZVPD.

## Properties
spin multiplicity: 1
SMILES: FC1=PC1.F
charge: 0
HOMO: -0.335 hartree

Atoms and positions in Å:
F: -0.3774 -1.8032 1.4302
C: 0.0644 -0.6936 0.9219
P: 1.2446 0.4058 1.0455
C: -0.5345 0.4605 0.3127
H: -0.5275 0.4436 -0.8035
H: -1.4906 0.8488 0.6865
F: 1.0593 -0.2484 -1.8939
H: 0.5617 0.5865 -1.6994

Model Q:
Computed, not measured: a single C2H3F2P molecule, with ωB97M-V/def2-TZVPD.

## Properties
spin multiplicity: 1
SMILES: FC/C=P/F
charge: 0
HOMO: -0.352 hartree

Atoms and positions in Å:
F: -1.4617 -0.1721 -1.3930
C: -0.4780 0.2059 -0.1628
C: 1.0140 -0.1880 -0.1393
P: 2.4660 -0.0034 0.8860
F: 3.3650 -0.8273 -0.2582
H: -0.5643 1.2950 -0.0899
H: -0.9756 -0.2196 0.7146
H: 1.2093 -0.7696 -1.0431

Short version: model P is the least stable of them.

Model P:
Computed, not measured: a gas-phase ion, C5H10Cl2NO (charge +1), with ωB97M-V/def2-TZVPD.

## Properties
spin multiplicity: 1
SMILES: C[N+](C)(C)C(Cl)(Cl)C=O
charge: +1
HOMO: -0.550 hartree

Atoms and positions in Å:
C: 0.2984 -1.1439 -0.9753
N: -0.0313 -0.2817 0.1846
C: 0.4449 -0.9447 1.4193
C: -1.5046 -0.1369 0.2616
C: 0.6179 1.0690 0.0322
Cl: 2.4048 0.8978 -0.0632
Cl: 0.2029 2.1244 1.4281
C: 0.2110 1.8665 -1.2239
O: -0.5542 1.4850 -2.0474
H: -0.1024 -0.7196 -1.8928
H: 1.3753 -1.2558 -1.0707
H: -0.1448 -2.1253 -0.8217
H: 0.2085 -0.3354 2.2882
H: -0.0458 -1.9099 1.5200
H: 1.5203 -1.0976 1.3738
H: -1.7804 0.4912 1.1051
H: -1.8941 0.2992 -0.6554
H: -1.9483 -1.1209 0.3962
H: 0.7218 2.8385 -1.2586

Model Q:
Computed, not measured: 2 unconnected molecules or ions with the total composition C5H10Cl2NO, with ωB97M-V/def2-TZVPD.

## Properties
spin multiplicity: 1
charge: +1
HOMO: -0.485 hartree

Atoms and positions in Å:
C: 0.1917 -0.6452 -0.8947
C: -2.8415 0.1076 0.0352
C: 0.0924 -1.9530 -0.2657
C: 0.8874 1.6515 -0.8121
C: 1.2298 0.3311 1.2190
N: 1.1111 0.2983 -0.2579
O: -1.6538 0.2643 -0.0726
Cl: -3.9431 1.4142 0.1482
Cl: -3.5985 -1.4288 0.1167
H: -0.7849 -2.4760 -0.6400
H: 0.1305 -1.9987 0.8218
H: 0.9489 -2.5107 -0.6657
H: 1.6382 2.3469 -0.4416
H: 0.9258 1.6116 -1.8989
H: -0.1054 1.9810 -0.5190
H: 1.6707 -0.5875 1.6006
H: 1.8567 1.1665 1.5270
H: 0.2348 0.4621 1.6391
H: 2.0093 -0.0353 -0.6395

Short version: model Q is the least stable of them.

Model P:
Computed, not measured: a single C5H12N2Si molecule, with ωB97M-V/def2-TZVPD.

## Properties
spin multiplicity: 1
charge: 0
HOMO (spin up / spin down): -0.218 / -0.234 hartree

Atoms and positions in Å:
C: -3.2055 -0.4510 -0.4121
C: -2.2446 -1.4460 -0.3898
C: 1.6648 1.1715 -0.6890
C: 1.1706 2.0623 0.4775
C: 0.7613 -2.1889 0.4785
N: 0.4940 0.3809 -1.1143
N: 0.5945 1.4631 1.6201
Si: -0.3209 -0.9317 -0.3944
H: -4.2482 -0.6365 -0.4389
H: -2.8222 0.5843 -0.6420
H: -2.5744 -2.5012 -0.3723
H: 2.2008 1.7101 -1.5373
H: 2.4038 0.5486 -0.2797
H: 1.8715 2.8677 0.8163
H: 0.3320 2.6557 -0.0151
H: 0.1747 -3.0673 0.5900
H: 1.7415 -2.3633 -0.0200
H: 0.8379 -1.9242 1.5200
H: -0.1786 1.0751 -1.3561
H: 1.3470 0.9908 2.1588

Model Q:
Computed, not measured: a single C5H12N2Si molecule, with ωB97M-V/def2-TZVPD.

## Properties
spin multiplicity: 1
SMILES: CN1C=CN(C)[SiH]1C
charge: 0
HOMO: -0.263 hartree

Atoms and positions in Å:
C: 0.8811 -2.3721 -0.9502
N: 0.2155 -1.2732 -0.3449
C: -0.9917 -1.5099 0.3717
C: -1.4805 -0.4655 0.9805
N: -0.7112 0.7164 0.7629
C: -1.0648 1.9082 1.4563
Si: 0.7760 0.3163 0.0496
C: 1.0703 1.2974 -1.5510
H: 0.6876 -3.2432 -0.1588
H: 0.3131 -2.8323 -1.7937
H: 1.9973 -2.3670 -1.0736
H: -1.3877 -2.5426 0.2975
H: -2.1474 -0.3859 1.7793
H: -1.0209 2.8187 0.7346
H: -2.1177 1.9078 1.7645
H: -0.2691 2.1596 2.2757
H: 1.9214 0.8650 0.9944
H: 0.2236 1.6351 -2.1831
H: 1.2203 2.2843 -1.1868
H: 1.8848 1.0830 -2.2249

Short version: model P is the least stable of them.

Model P:
Computed, not measured: 4 unconnected molecules or ions with the total composition CH10NO3, with ωB97M-V/def2-TZVPD.

## Properties
spin multiplicity: 1
charge: +1
HOMO: -0.552 hartree

Atoms and positions in Å:
C: -0.8463 -0.1890 -1.7854
N: -1.1293 0.1401 -0.5721
H: -1.7715 -0.1715 -2.4143
H: 0.1590 -0.3889 -2.1500
H: -0.3407 0.4492 0.0577
H: -2.0192 0.4364 -0.5851
H: 0.0897 0.3655 4.3086
H: -1.3441 -0.0209 4.0012
O: -0.5898 0.4691 3.6531
H: 2.5327 -2.4427 -2.2618
H: 2.0748 -1.8540 -3.5868
O: 1.6718 -2.1513 -2.6966
H: 0.0353 2.4363 1.0924
H: 0.7694 1.5551 1.8128
O: 0.5177 1.6558 0.8488

Model Q:
Computed, not measured: 4 unconnected molecules or ions with the total composition CH10NO3, with ωB97M-V/def2-TZVPD.

## Properties
spin multiplicity: 1
charge: +1
HOMO: -0.558 hartree

Atoms and positions in Å:
C: 1.4513 0.1100 0.6580
N: 0.8602 -0.6202 -0.1880
H: 2.1576 -0.4150 1.2960
H: 1.1821 1.1517 0.7596
H: 0.0493 -0.3117 -0.7768
H: 1.2405 -1.5418 -0.3641
H: 0.0429 3.8146 -0.2328
H: 1.0886 3.9019 0.8323
O: 0.7248 3.2777 0.1898
H: -0.8931 -3.5309 1.0927
H: -1.9471 -2.4660 1.2212
O: -1.0018 -2.5695 1.0511
H: -2.2103 -0.2695 -1.2896
H: -1.4217 -0.1103 -2.5794
O: -1.3233 -0.4212 -1.6701

Short version: model P is the least stable of them.

Model P:
Computed, not measured: a molecular structure, C19H27GaN7O6, with ωB97M-V/def2-TZVPD.

## Properties
spin multiplicity: 1
charge: +1
HOMO (spin up / spin down): -0.381 / -0.382 hartree

Atoms and positions in Å:
O: 2.0733 1.4052 -3.5455
H: 2.6874 1.2631 -4.2956
Ga: 0.9454 0.7330 -1.5181
N: 0.5092 -1.1790 -1.1596
N: -0.3075 0.4562 -2.9932
N: 1.5528 1.0588 0.3460
N: 0.9392 2.6764 -1.4877
O: 0.7468 -1.8251 -0.0519
O: 1.4772 0.1653 1.3588
O: 0.4189 3.4426 -2.4867
O: -0.7427 1.3794 -3.7688
C: -0.6585 -0.8389 -3.1683
C: -0.2422 -1.7361 -2.1450
C: 1.8256 2.3343 0.6271
C: 1.5093 3.2556 -0.4311
C: -0.6698 -3.1456 -2.0035
H: -1.6164 -3.2075 -1.4451
H: 0.0938 -3.7153 -1.4621
H: -0.8231 -3.5932 -2.9905
C: -1.4938 -1.1634 -4.3485
H: -0.9408 -0.9361 -5.2694
H: -2.4105 -0.5622 -4.3433
H: -1.7577 -2.2231 -4.3518
C: 2.2246 2.6925 2.0067
C: 1.6857 4.7273 -0.3376
H: 2.9792 1.9876 2.3764
H: 1.3577 2.6620 2.6826
H: 2.6424 3.7044 2.0254
H: 1.4344 5.1883 -1.2972
H: 2.7265 4.9623 -0.0803
H: 1.0430 5.1439 0.4493
H: 1.1934 -0.7155 0.8515
H: -0.0155 2.7477 -3.0989
C: 2.7118 0.3706 -2.3203
H: 2.3442 -0.6754 -2.3788
H: 2.9564 0.9092 -1.3674
H: 3.7278 0.2482 -2.6936
O: 4.9511 -2.2595 -1.5281
H: 5.5887 -1.9806 -0.8459
H: 4.3002 -2.7930 -1.0416
N: -3.5288 -4.5953 6.5888
C: -3.2874 -3.8162 5.7516
C: -2.9875 -2.8585 4.7193
C: -2.3488 -3.2763 3.5438
C: -2.0441 -2.3502 2.5441
C: -2.3979 -1.0035 2.7228
C: -3.0308 -0.5747 3.8956
C: -3.3271 -1.5094 4.8927
N: -2.0422 -0.0655 1.7438
C: -2.0492 1.3221 1.8364
C: -1.4361 1.7909 0.7109
N: -1.0044 0.7226 -0.0441
C: -1.4944 -0.3604 0.5184
H: -2.0833 -4.3259 3.4129
H: -1.5078 -2.6676 1.6496
H: -3.2908 0.4758 4.0301
H: -3.8222 -1.1874 5.8097
H: -2.4537 1.8534 2.6818
H: -1.2763 2.8184 0.4130
H: -1.5546 -1.3566 0.1104

Model Q:
Computed, not measured: a molecular structure, C19H27GaN7O6, with ωB97M-V/def2-TZVPD.

## Properties
spin multiplicity: 1
charge: +1
HOMO (spin up / spin down): -0.376 / -0.382 hartree

Atoms and positions in Å:
O: -0.2069 0.4364 -6.6783
H: -0.7027 0.0558 -7.4171
Ga: 0.0251 0.0056 -1.4306
N: 0.1143 1.7069 -0.4577
N: 1.3168 0.9855 -2.5073
N: -1.4152 -0.9025 -0.3925
N: -0.3181 -1.5431 -2.5647
O: -0.5325 1.8630 0.6606
O: -1.7399 -0.5764 0.9298
O: 0.1037 -1.7927 -3.8603
O: 1.7469 0.4888 -3.6090
C: 1.7563 2.1764 -2.0087
C: 1.1179 2.5467 -0.8042
C: -1.5550 -2.1978 -0.7075
C: -0.9410 -2.5547 -1.9374
C: 1.4804 3.6613 0.0994
H: 1.7611 3.2962 1.1040
H: 0.6218 4.3451 0.1917
H: 2.3301 4.2016 -0.3390
C: 2.8738 2.8813 -2.6889
H: 2.5879 3.1309 -3.7228
H: 3.7546 2.2204 -2.7233
H: 3.1178 3.7965 -2.1366
C: -2.1816 -3.1913 0.2000
C: -1.0009 -3.9380 -2.4924
H: -2.8114 -2.6707 0.9329
H: -1.4447 -3.8212 0.7391
H: -2.7868 -3.8808 -0.4146
H: -0.2184 -4.0967 -3.2475
H: -1.9910 -4.1140 -2.9463
H: -0.8910 -4.6770 -1.6805
H: -1.3992 0.3630 1.0085
H: 0.5705 -0.9592 -4.1355
C: -1.1277 0.9095 -5.7124
H: -0.5366 1.5336 -5.0490
H: -1.4666 0.0732 -5.1059
H: -1.9709 1.4595 -6.1461
O: -2.0123 1.1114 -1.8969
H: -2.3501 0.4280 -1.2648
H: -1.7494 1.8007 -1.2504
N: -0.4767 1.3982 9.0392
C: -0.3588 1.0520 7.9290
C: -0.1440 0.6175 6.5685
C: -1.0910 0.8378 5.5627
C: -0.8351 0.4539 4.2412
C: 0.3709 -0.1930 3.9318
C: 1.3007 -0.4524 4.9438
C: 1.0488 -0.0329 6.2500
N: 0.6452 -0.6171 2.5862
C: 0.8070 -1.9306 2.1419
C: 1.0851 -1.8470 0.8111
N: 1.1306 -0.5263 0.4229
C: 1.0142 0.1830 1.5343
H: -2.0346 1.3136 5.8125
H: -1.5756 0.6191 3.4566
H: 2.2242 -0.9699 4.6860
H: 1.7852 -0.2201 7.0245
H: 0.6746 -2.8179 2.7522
H: 1.1847 -2.6323 0.0852
H: 1.3154 1.2029 1.6823

Short version: model P is the least stable of them.

Model P:
Computed, not measured: 8 unconnected molecules or ions with the total composition C8H32O8, with ωB97M-V/def2-TZVPD.

## Properties
spin multiplicity: 1
SMILES: CO.CO.CO.CO.CO.CO.CO.CO
charge: 0
HOMO: -0.345 hartree

Atoms and positions in Å:
C: -0.4941 -5.7344 41.7384
O: -1.3271 -6.8398 42.0668
H: 0.6552 -6.0231 41.6441
H: -0.6052 -4.8850 42.3923
H: -0.9324 -5.4634 40.8682
H: -1.1645 -7.5462 41.5312
C: -1.3860 -13.4192 39.1951
O: -0.1657 -13.6065 39.7882
H: -1.6676 -14.2013 38.5214
H: -1.4564 -12.5182 38.6405
H: -2.2840 -13.3708 40.0518
H: 0.2965 -13.7878 38.9394
C: -1.7235 -10.0480 40.8790
O: -0.7420 -9.0211 40.6181
H: -2.5684 -9.6911 41.4612
H: -1.5017 -11.0808 41.1613
H: -2.1677 -10.2443 39.9757
H: -0.1243 -9.3008 39.9571
C: 1.6626 -10.0921 38.7462
O: 0.5645 -9.6315 38.0331
H: 1.2642 -10.8208 39.2666
H: 2.3325 -9.2460 39.2886
H: 2.3568 -10.6581 38.1074
H: 0.7387 -9.7838 37.0402
C: -3.2224 -7.0271 39.0334
O: -3.9950 -7.5093 37.9161
H: -2.3047 -7.0781 38.6810
H: -3.2030 -7.8458 39.7737
H: -3.4740 -6.0688 39.4860
H: -4.2724 -6.9499 37.3429
C: -2.8614 -7.8102 44.6770
O: -3.3215 -7.8645 43.3584
H: -3.9445 -8.0504 45.3880
H: -2.7589 -6.8664 45.2140
H: -2.0825 -8.5462 44.8914
H: -2.7494 -7.5667 42.7437
C: -4.4712 -11.3371 42.9533
O: -3.2187 -11.0632 43.5672
H: -4.2043 -11.7739 41.9302
H: -5.1876 -10.5036 42.6340
H: -4.9900 -12.1294 43.0734
H: -3.1041 -10.0170 43.5876
C: -2.6919 -11.6324 36.3501
O: -3.9481 -12.2204 36.6710
H: -1.9657 -12.4566 36.2991
H: -2.4673 -10.9507 37.0801
H: -2.7288 -11.2759 35.3376
H: -4.3419 -11.4968 36.7186

Model Q:
Computed, not measured: 8 unconnected molecules or ions with the total composition C8H32O8, with ωB97M-V/def2-TZVPD.

## Properties
spin multiplicity: 1
SMILES: CO.CO.CO.CO.CO.CO.CO.CO
charge: 0
HOMO: -0.346 hartree

Atoms and positions in Å:
C: 2.5562 -1.0080 -3.3269
O: 3.1747 0.1398 -2.7677
H: 1.6379 -1.3823 -2.8515
H: 2.3204 -0.8242 -4.3715
H: 3.1848 -1.9077 -3.2427
H: 3.4298 -0.1377 -1.8790
C: -2.8340 -2.1120 2.2770
O: -4.0998 -2.7701 2.4524
H: -2.9259 -1.1258 2.7256
H: -2.0406 -2.7293 2.7025
H: -2.6053 -2.0142 1.2160
H: -4.5926 -2.2829 3.1115
C: -2.3911 -1.0498 -3.3984
O: -1.8960 -0.7813 -4.6996
H: -2.5778 -0.1401 -2.8160
H: -3.2924 -1.6615 -3.4553
H: -1.6094 -1.5502 -2.8271
H: -2.5153 -0.2084 -5.1573
C: -2.2469 3.2823 0.1611
O: -2.4069 2.2212 1.0746
H: -3.2204 3.4717 -0.2820
H: -1.8856 4.1646 0.7005
H: -1.5180 3.1094 -0.6378
H: -1.5804 1.7416 1.2278
C: 2.3784 0.9098 2.9572
O: 2.7166 0.9466 1.5806
H: 1.7371 0.0309 3.0854
H: 3.2485 0.7598 3.5985
H: 1.7311 1.7153 3.3110
H: 3.2285 1.7297 1.3557
C: 0.6060 4.3032 2.5282
O: -0.6374 4.7191 3.0628
H: 1.0880 5.1825 2.0870
H: 1.3071 3.8309 3.2174
H: 0.3968 3.6271 1.6994
H: -0.5025 5.5010 3.6033
C: 0.0961 -0.5064 -0.0658
O: -0.0698 0.5384 0.8543
H: -0.7226 -1.2234 0.0124
H: 0.3251 -0.2804 -1.1092
H: 0.9212 -1.1802 0.2142
H: 0.8073 0.8063 1.1659
C: 1.7784 -4.5441 -1.7760
O: 1.6281 -3.3747 -1.0078
H: 1.6342 -4.3071 -2.8301
H: 2.8200 -4.9014 -1.7944
H: 1.1752 -5.3736 -1.4136
H: 2.2432 -3.3549 -0.2725

Short version: model P is the least stable of them.